No. 1
The following is a DFT calculation (ωB97M-V with the def2-TZVPD basis set) of the molecule C11H14NP in a non-equilibrium geometry.

Each line ends with the natural charge from an NBO analysis.
Atoms and positions in Å:
C -1.64 -0.49 4.30  -0.192
C -1.19 -1.60 3.60  -0.211
C -1.56 0.77 3.72  -0.215
C -0.68 -1.46 2.32  -0.165
C -1.05 0.93 2.45  -0.189
C -0.63 -0.19 1.73  -0.093
C -0.56 0.35 -0.80  -0.302
C 0.26 0.05 -2.02  -0.550
C -0.22 -0.07 0.38  0.253
C 1.42 1.13 -4.00  -0.603
C 1.04 1.27 -2.53  -0.395
N 1.83 -1.11 0.11  -1.063
P 1.39 -1.27 -1.35  1.309
H -2.05 -0.61 5.29  0.215
H -1.24 -2.58 4.05  0.217
H -1.90 1.64 4.27  0.216
H -0.31 -2.31 1.77  0.234
H -0.99 1.90 2.00  0.217
H -1.49 0.90 -0.95  0.245
H -0.38 -0.34 -2.82  0.234
H 0.53 0.96 -4.60  0.200
H 2.10 0.30 -4.15  0.204
H 1.90 2.04 -4.35  0.215
H 0.42 2.17 -2.40  0.205
H 1.93 1.39 -1.91  0.217
H 2.39 -1.33 -2.32  -0.079
H 0.67 -2.42 -1.77  -0.125

frontier orbital gap (alpha / beta)	8.04 / 8.04	eV
calculated total energy	-823.50206	hartree
charge	0



No. 2
The following is a DFT calculation (ωB97M-V with the def2-TZVPD basis set) of the molecule C4H5NO2 in a non-equilibrium geometry.

Each line ends with the natural charge from an NBO analysis.
Atoms and positions in Å:
O 1.32 -1.51 -0.16  -0.512
C 1.29 -0.38 -0.60  0.434
C 0.64 0.68 0.26  -0.184
C -0.71 1.27 0.19  -0.243
N -0.48 0.07 1.02  -0.460
C -0.88 -1.09 0.24  0.555
O -1.08 -1.05 -0.95  -0.581
H 1.80 -0.14 -1.54  0.149
H 1.40 1.21 0.83  0.235
H -1.33 1.13 -0.69  0.235
H -0.91 2.16 0.79  0.216
H -1.05 -2.00 0.83  0.156

frontier orbital gap	10.66	eV
calculated total energy	-360.56408	hartree
charge	0
structure (SMILES)	O=C[C@H]1CN1C=O



No. 3
The following is a DFT calculation (ωB97M-V with the def2-TZVPD basis set) of a cluster of 12 separate species, C18H25Cl33N2O3 in total in a non-equilibrium geometry.

Each line ends with the Mulliken charge.
Atoms and positions in Å:
C 0.87 1.46 4.64  -0.063
O 1.85 0.42 4.91  -0.415
C 1.88 -0.57 3.84  -0.550
C 3.21 -0.28 2.97  -0.324
N 3.01 -0.61 1.50  -0.531
N 2.65 0.60 0.91  0.978
C 3.81 1.36 0.40  0.254
C 5.00 0.78 -0.47  -0.870
O 3.85 2.58 0.69  -0.557
C 1.56 0.49 -0.06  0.191
C 0.80 1.87 -0.41  -0.020
O 1.20 -0.54 -0.66  -0.623
H -0.09 1.19 5.19  0.038
H 1.22 2.48 5.03  0.290
H 0.68 1.59 3.52  -0.026
H 0.92 -0.54 3.23  0.324
H 1.96 -1.58 4.35  0.294
H 3.42 0.85 3.10  0.247
H 4.08 -0.83 3.44  0.296
H 2.24 -1.29 1.52  0.277
H 5.32 -0.28 -0.18  0.233
H 5.91 1.45 -0.25  0.378
H 4.84 0.88 -1.61  0.168
H 1.64 2.63 -0.60  0.246
H 0.23 2.24 0.51  -0.157
H 0.17 1.78 -1.34  -0.030
Cl 6.84 -1.73 -2.13  -0.136
C 5.52 -2.04 -3.27  0.089
Cl 5.46 -3.76 -3.71  -0.127
Cl 3.97 -1.52 -2.60  -0.091
H 5.71 -1.47 -4.18  0.237
Cl 8.55 -3.80 -3.43  0.031
C 10.29 -3.95 -3.15  -0.144
Cl 11.06 -2.35 -3.13  -0.127
Cl 10.61 -4.81 -1.64  -0.130
H 10.73 -4.52 -3.97  0.356
Cl 0.10 2.57 -5.06  -0.142
C -1.13 1.37 -4.64  -0.143
Cl -0.59 0.38 -3.27  -0.055
Cl -2.66 2.17 -4.26  -0.078
H -1.28 0.72 -5.49  0.408
Cl -6.60 1.17 -5.71  -0.092
C -6.08 -0.36 -4.99  -0.074
Cl -6.60 -1.72 -6.00  -0.127
Cl -4.33 -0.38 -4.77  -0.053
H -6.55 -0.46 -4.02  0.334
Cl -2.87 1.46 3.52  -0.006
C -2.59 3.03 2.74  -0.116
Cl -1.13 3.80 3.38  -0.112
Cl -2.48 2.84 0.99  -0.078
H -3.44 3.67 2.96  0.330
Cl 9.24 -3.03 -6.30  -0.081
C 7.94 -3.32 -7.47  -0.019
Cl 7.88 -5.04 -7.91  -0.128
Cl 6.38 -2.79 -6.82  -0.098
H 8.15 -2.75 -8.37  0.343
Cl -5.66 -0.72 3.98  -0.121
C -6.49 0.71 4.60  0.523
Cl -6.01 2.15 3.69  -0.092
Cl -8.24 0.49 4.54  -0.143
H -6.20 0.85 5.64  -0.213
Cl -10.23 -0.74 1.02  -0.128
C -9.02 -1.91 1.55  0.558
Cl -9.79 -3.38 2.17  -0.127
Cl -7.91 -2.30 0.22  -0.124
H -8.44 -1.47 2.35  -0.177
Cl -2.48 2.99 -7.72  -0.081
C -3.85 2.62 -8.78  -0.033
Cl -4.48 1.00 -8.45  -0.090
Cl -5.12 3.84 -8.59  -0.124
H -3.50 2.65 -9.81  0.338
Cl -2.46 1.40 6.68  -0.045
C -3.28 2.83 7.31  -0.094
Cl -2.82 4.28 6.41  -0.110
Cl -5.04 2.61 7.27  -0.118
H -2.98 2.97 8.35  0.386
Cl -2.26 -2.17 8.17  -0.119
C -3.63 -2.48 7.10  0.105
Cl -4.28 -4.10 7.38  -0.128
Cl -4.89 -1.26 7.34  -0.082
H -3.29 -2.42 6.07  0.223

frontier orbital gap	8.95	eV
calculated total energy	-16222.23171	hartree
charge	0
structure (SMILES)	COCCNN(C(C)=O)C(C)=O.ClC(Cl)Cl.ClC(Cl)Cl.ClC(Cl)Cl.ClC(Cl)Cl.ClC(Cl)Cl.ClC(Cl)Cl.ClC(Cl)Cl.ClC(Cl)Cl.ClC(Cl)Cl.ClC(Cl)Cl.ClC(Cl)Cl



No. 4
The following is a DFT calculation (ωB97M-V with the def2-TZVPD basis set) of a structure of composition C10H14BrI in a non-equilibrium geometry.

Each line ends with the natural charge from an NBO analysis.
Atoms and positions in Å:
C 1.02 1.52 -1.13  -0.275
C 1.81 0.62 -0.53  -0.153
C -0.47 1.36 -1.50  -0.434
C -1.47 1.34 -0.24  -0.381
C -1.27 -1.21 -0.21  -0.404
C -0.14 0.15 1.72  -0.406
C 0.11 -1.54 -0.71  -0.498
C 0.92 -0.86 1.54  -0.456
C -1.29 0.09 0.71  -0.199
C 1.33 -1.04 0.04  -0.020
Br 2.83 -2.21 -0.18  0.064
I 3.71 1.12 0.16  0.168
H 1.32 2.49 -1.42  0.218
H -0.61 2.15 -2.17  0.213
H -0.57 0.41 -2.14  0.210
H -1.51 2.22 0.31  0.206
H -2.47 1.14 -0.55  0.203
H -1.88 -0.99 -1.00  0.212
H -1.77 -2.04 0.37  0.213
H -0.33 0.30 2.75  0.221
H 0.31 1.16 1.38  0.204
H 0.11 -2.67 -0.70  0.239
H 0.33 -1.18 -1.72  0.222
H 1.70 -0.66 2.17  0.226
H 0.41 -1.83 1.79  0.202
H -2.15 0.15 1.25  0.204

frontier orbital gap	9.36	eV
calculated total energy	-3261.05247	hartree
charge	0



No. 5
The following is a DFT calculation (ωB97M-V with the def2-TZVPD basis set) of the molecule C17H22N2O5S in a non-equilibrium geometry.

Each line ends with the natural charge from an NBO analysis.
Atoms and positions in Å:
C -1.43 5.06 -0.73  -0.264
H -1.19 4.59 -1.69  0.196
O -0.39 4.88 0.21  -0.548
C 0.75 5.67 0.00  -0.068
C 1.58 5.27 -1.23  -0.260
N 2.08 3.92 -1.10  -0.625
C 1.39 2.87 -1.59  0.673
O 0.44 2.96 -2.34  -0.654
C 1.97 1.54 -1.16  -0.703
H 2.99 1.44 -1.50  0.251
H 1.36 0.72 -1.53  0.256
S 2.06 1.37 0.70  1.288
O 2.75 2.58 1.15  -1.004
C 0.25 1.66 1.02  -0.620
C -0.48 0.49 0.50  0.022
C -1.47 0.40 -0.45  0.283
O -1.77 -0.92 -0.59  -0.406
C -0.96 -1.57 0.27  0.488
N -0.17 -0.77 0.93  -0.479
C -1.00 -3.01 0.38  -0.170
C -0.14 -3.67 1.25  -0.085
C -0.17 -5.04 1.38  -0.329
C -1.07 -5.79 0.62  0.317
C -1.93 -5.14 -0.27  -0.259
C -1.90 -3.77 -0.39  -0.153
H -2.57 -3.26 -1.07  0.224
H -2.62 -5.73 -0.85  0.226
O -1.18 -7.14 0.65  -0.488
C -0.34 -7.87 1.52  -0.253
H -0.51 -7.59 2.57  0.177
H 0.72 -7.73 1.27  0.177
H -0.61 -8.92 1.38  0.202
H 0.51 -5.52 2.06  0.221
H 0.54 -3.08 1.84  0.227
C -2.18 1.41 -1.27  -0.685
H -2.75 2.08 -0.63  0.224
H -2.86 0.90 -1.95  0.234
H -1.47 1.99 -1.84  0.273
H 0.18 1.72 2.10  0.247
H -0.06 2.60 0.57  0.266
H 2.66 3.74 -0.29  0.435
H 2.42 5.96 -1.33  0.205
H 0.97 5.32 -2.13  0.225
H 1.35 5.54 0.90  0.196
H 0.46 6.73 -0.09  0.167
H -1.62 6.13 -0.89  0.165
H -2.31 4.60 -0.31  0.189

frontier orbital gap	8.56	eV
calculated total energy	-1544.88013	hartree
charge	0



No. 6
The following is a DFT calculation (ωB97M-V with the def2-TZVPD basis set) of a cluster of 2 separate species, C5H9NO in total in a non-equilibrium geometry.

Each line ends with the natural charge from an NBO analysis.
Atoms and positions in Å:
C 0.41 -1.34 2.54  -0.425
N -0.08 -0.61 1.50  -0.652
C 0.83 0.24 0.93  0.713
C -0.03 1.29 0.01  -0.749
O 2.02 0.40 1.06  -0.605
H 1.59 -1.50 2.63  0.234
H 0.10 -0.91 3.57  0.188
H 0.18 -2.32 2.34  0.199
H -0.94 -0.73 0.92  0.420
H -1.08 1.37 0.31  0.201
H 0.02 0.98 -1.09  0.236
H 0.47 2.20 0.39  0.238
C -0.42 0.62 -3.74  -0.255
C -1.19 -0.32 -3.67  -0.284
H 0.40 1.43 -3.81  0.267
H -2.27 -0.80 -3.89  0.273

frontier orbital gap	10.33	eV
calculated total energy	-325.76157	hartree
charge	0
structure (SMILES)	CNC(C)=O.C#C